ORCA calculation (ωB97M-V/def2-TZVPD) on C8H18I2NOP2SV as an isolated structure.

Computed properties:
- Frontier orbital gap (spin up / spin down): 6.136 / 4.872 eV
- ΔE to the lowest compared entry with this formula, charge and spin: 2.0 kcal/mol
- Max |F|: 7.08 eV Å⁻¹
- Expectation value of S²: 2.07
- Multiplicity: 3
- Net charge: +2

The geometry in XYZ format:
```
34
Properties=species:S:1:pos:R:3:forces:R:3
H 2.934062 2.368952 -0.518788 0.09 -0.22 0.02
C -3.273845 1.417921 0.101068 0.37 0.12 0.27
H -3.032812 2.243041 -0.587996 -0.11 -0.36 0.19
I -0.006281 -2.293745 -0.934501 0.14 0.11 -0.28
H 2.943218 1.849193 1.176587 0.11 -0.12 -0.15
C 3.029289 -0.508219 -1.892719 0.26 -0.10 -0.22
I -0.032536 1.924577 -2.200667 -0.02 -0.66 0.28
H 3.944472 -1.349987 0.863847 -0.09 0.00 0.07
C -2.994757 -0.631817 -1.924225 0.11 -0.17 -0.18
H -4.352699 1.193577 0.057904 0.38 0.03 0.03
H 4.050957 -0.875035 -1.694486 -0.29 0.17 -0.19
H -2.323405 -2.313718 0.669421 -0.23 0.26 0.03
H -2.990452 1.715371 1.123537 -0.27 -0.01 -0.30
H 3.073367 0.325365 -2.608149 0.00 -0.17 0.31
C -0.017289 -0.449154 2.900336 0.05 0.09 2.80
H 4.293096 1.383389 0.103426 -0.17 0.00 0.00
H -3.965286 -1.117585 -1.762706 0.13 0.20 -0.04
O -0.059194 3.011238 1.211097 0.49 -4.08 -3.28
P -2.329820 -0.087610 -0.325357 -1.99 -0.37 -0.35
H -2.543706 -1.049879 1.889331 -0.18 -0.05 -0.21
V 0.003626 0.233536 -0.153341 0.10 -1.21 1.52
S -0.015525 -0.672353 4.467857 -0.02 0.07 -1.84
C 2.856347 -1.242022 0.917498 0.13 -0.05 0.10
P 2.347551 0.024177 -0.292135 1.38 -0.63 -0.35
H 2.564894 -0.957028 1.935384 0.15 0.04 -0.28
H 2.384646 -2.209248 0.700165 0.21 0.29 -0.02
H -2.308487 -1.351318 -2.383924 -0.29 0.16 0.00
C 3.210304 1.550241 0.155503 -0.11 0.26 0.17
C 0.022214 2.049560 0.544919 -0.57 5.58 4.32
C -2.828374 -1.362218 0.878253 -0.05 -0.01 0.16
N -0.006875 -0.214278 1.723085 -0.05 0.60 -3.07
H -3.911889 -1.510225 0.822846 0.12 0.07 0.05
H -3.107671 0.219048 -2.602338 -0.02 -0.11 0.12
H 2.442861 -1.313742 -2.360741 0.22 0.29 0.30
```
Positions in Å, forces in eV/Å.

ORCA calculation (ωB97M-V/def2-TZVPD) on C8H18LiN2O7 as an isolated structure.

Computed properties:
- Frontier orbital gap: 7.708 eV
- ΔE to the lowest compared entry with this formula, charge and spin: 18.8 kcal/mol
- Max |F|: 1.84 eV Å⁻¹
- Net charge: -1

The geometry in XYZ format:
```
36
Properties=species:S:1:pos:R:3:forces:R:3
H 0.058260 -2.954615 0.315381 0.44 -0.12 0.25
C 0.207610 -1.868808 0.294593 -0.61 0.33 0.62
H 2.679103 0.109013 -1.982191 0.22 -0.12 -0.45
H -1.759283 -1.616475 -0.187575 -0.08 0.08 -0.08
N -0.867086 -1.302603 -0.545169 1.79 -0.14 -0.40
H 1.334214 -1.617044 -2.868997 0.16 0.02 0.62
O -3.848477 1.979351 -1.356812 0.54 -0.68 -0.22
O 0.615413 1.818211 0.460502 0.06 -0.11 -0.19
C 0.410408 -1.051897 -2.708994 -0.32 0.57 -1.25
H 0.378637 2.511543 3.170121 0.68 0.20 0.30
H -0.904885 -1.515925 2.069508 -0.09 0.19 0.00
H 1.297606 -0.456575 3.883849 -0.26 0.16 0.23
C 1.034051 -1.514303 3.869732 0.69 -0.76 -0.75
C -0.676184 -1.790731 -1.922530 -1.31 0.60 0.16
Li -0.556437 0.859299 -0.823627 -0.50 0.52 0.23
C 1.955930 0.749106 -2.498755 -0.21 0.22 0.81
C -0.147802 2.505426 1.221231 0.26 0.16 -0.29
H 0.104041 -1.752978 4.388277 -0.18 0.31 0.04
N -3.272603 1.290145 -2.209132 -0.87 0.62 -1.25
H 2.029908 1.717214 -2.003135 -0.14 0.05 -0.13
C 0.554707 3.250482 2.378435 -0.99 -0.14 0.22
O -2.014927 1.114969 -2.184916 -0.16 -0.27 0.38
H 0.013393 4.136750 2.715476 -0.20 -0.04 -0.30
H 1.209866 -1.643171 -0.071711 -0.16 0.07 -0.46
H -1.634036 -1.597757 -2.412170 0.14 0.07 -0.13
C 0.110130 -1.298462 1.698053 -0.69 -0.68 0.56
H 1.594337 3.531796 2.243177 0.14 -0.48 -0.12
O -3.916111 0.827488 -3.200729 0.65 0.07 1.07
H -0.525980 -2.876330 -1.973553 0.30 -0.03 0.08
H 2.137521 0.870178 -3.568556 0.13 -0.23 -0.04
O -1.380563 2.520834 1.162520 0.16 0.04 0.20
H 0.248554 -0.215981 1.749411 0.22 0.01 -0.30
H 0.012395 -0.894167 -3.720564 -0.03 -0.37 -0.06
O 1.022247 -1.994094 2.535465 0.02 0.19 -0.17
O 0.655364 0.265156 -2.234948 0.20 -0.52 0.46
H 1.840685 -2.095045 4.318340 -0.03 0.20 0.36
```
Positions in Å, forces in eV/Å.

ORCA calculation (ωB97M-V/def2-TZVPD) on an isolated ion of composition C8H18N2O and charge +2.

Computed properties:
- Frontier orbital gap: 10.326 eV
- ΔE to the lowest compared entry with this formula, charge and spin: 3.5 kcal/mol
- Max |F|: 5.45 eV Å⁻¹
- SMILES: CC(C)[C@@H]1COC(C[NH3+])=[N+]1C
- Net charge: +2

The geometry in XYZ format:
```
29
Properties=species:S:1:pos:R:3:forces:R:3
H 2.447347 0.381599 1.094219 -0.59 -1.89 0.03
C 0.604182 1.504911 -0.734181 0.62 0.81 -2.20
H -2.359173 -0.277622 1.999873 0.22 1.34 -0.90
H -2.140508 2.467589 1.168483 -0.73 0.18 1.34
C 2.896282 -0.590767 -1.598128 -0.77 1.38 -1.67
H 3.693567 -1.303086 -1.359951 -0.26 0.22 -0.14
H -2.223943 -1.762761 0.109841 -1.35 0.52 0.74
H 0.459206 2.253222 -1.594169 0.18 -1.42 1.10
H -1.606965 -1.954249 -1.445505 0.14 0.49 -0.72
C 1.689396 -0.782830 -0.660181 2.27 -1.87 2.33
H -2.360238 1.789809 2.774533 -0.79 0.86 -0.82
C -1.157490 0.591340 0.301672 -2.23 -0.59 1.19
H 1.417280 -1.810961 -0.758946 -0.19 -1.06 -0.38
H -3.319950 0.004499 0.656740 -0.46 0.96 -0.66
H 1.353060 -1.005653 1.665842 -0.16 0.32 -0.77
C 2.088521 -0.710703 0.890021 -2.49 4.67 -1.29
H 2.500218 -0.780555 -2.704561 1.17 0.46 2.21
C -2.514445 0.507356 1.175893 2.82 -1.71 0.79
H 3.324360 0.481002 -1.525040 -0.61 -1.67 -0.23
H 0.234394 -0.377236 -2.066954 0.17 0.74 -0.86
H 1.538602 1.810910 -0.206538 -0.86 -0.57 -0.26
H 2.871592 -1.304193 1.076783 3.15 -2.24 0.34
H -3.783008 2.150280 1.677915 2.23 -0.35 0.87
H -0.888119 -2.667164 -0.080498 1.18 0.96 0.12
N -0.672172 -0.428673 -0.298434 -0.52 -0.32 0.49
C -1.326016 -1.718489 -0.433208 -0.09 -1.53 -0.12
O -0.531557 1.725536 0.151762 -1.05 -0.41 0.93
C 0.502330 -0.051060 -1.075198 0.00 1.93 0.14
N -2.736753 1.857949 1.797913 -1.01 -0.22 -1.60
```
Positions in Å, forces in eV/Å.